1.
Computed, not measured: C5H9N4 as an isolated structure, with wB97M-V/def2-TZVPD.

Computed properties:
LUMO level: -2.9 eV
Net charge: +1
Orbital gap: 0.3351 hartree
M: 125.155 g/mol
Spin multiplicity: 1

Last column: Mulliken charge in e.
CARTESIAN COORDINATES (ANGSTROEM)
C -0.064 -1.894 -0.444  -0.18
C -2.953 1.602 0.466  -0.26
C 2.468 -0.257 -0.503  -0.26
C -0.077 0.141 0.290  -0.30
C -1.407 -0.166 0.250  0.02
N 2.458 0.959 0.091  -0.39
N -2.436 0.545 0.640  -0.34
N -1.294 -1.604 -0.034  -0.10
N 0.697 -0.796 -0.265  -0.09
H 0.024 -2.863 -0.849  0.43
H -3.771 1.920 1.046  0.27
H -2.667 2.362 -0.269  0.24
H 2.598 -0.325 -1.530  0.37
H 0.283 1.164 0.408  0.54
H 2.400 0.927 1.212  0.32
H 2.918 1.658 -0.309  0.19
H -2.154 -2.075 -0.284  0.29
H 2.976 -1.298 0.084  0.25



2.
Computed, not measured: a 2-piece molecular cluster, C5H9N4 overall, with wB97M-V/def2-TZVPD.

Computed properties:
LUMO level: -4.8 eV
Net charge: +1
Orbital gap: 0.2889 hartree
M: 125.155 g/mol
Spin multiplicity: 1

Last column: Mulliken charge in e.
CARTESIAN COORDINATES (ANGSTROEM)
C 0.002 0.784 0.114  -0.13
C -0.601 2.095 0.048  -0.19
C -0.607 -0.354 0.015  0.29
C -2.823 -1.340 0.123  -0.55
C -3.285 0.068 -0.258  -0.03
N -1.885 2.077 0.068  -0.96
N -2.538 1.031 0.017  0.52
N -1.356 -1.441 -0.061  -0.22
N 2.782 0.378 -0.128  -0.80
H 1.084 0.645 0.568  0.42
H 0.090 2.908 0.091  0.41
H -3.033 -1.586 1.295  0.26
H -3.464 -2.113 -0.386  0.40
H -4.107 0.036 -0.901  0.46
H -1.031 -2.213 -0.769  0.34
H 3.480 -0.116 0.253  0.19
H 3.044 1.394 0.052  0.29
H 2.801 0.360 -1.231  0.29



Energy above the most stable structure, in kcal/mol: 1 0.0; 2 71.6



1.
Computed, not measured: a 2-piece molecular cluster, C3H2Cl3N overall, with wB97M-V/def2-TZVPD.

Computed properties:
LUMO level (alpha / beta): -1.2 / -1.2 eV
Net charge: 0
Orbital gap (alpha / beta): 0.2984 / 0.2984 hartree
M: 158.415 g/mol
Spin multiplicity: 1

Last column: Mulliken charge in e.
CARTESIAN COORDINATES (ANGSTROEM)
C -1.398 -0.971 -0.223  0.50
C -0.618 -0.028 -0.970  -0.91
C 1.066 0.379 0.586  0.24
N -2.159 -1.505 0.438  -0.38
Cl 0.190 0.512 2.086  -0.09
Cl 1.758 1.864 -0.041  -0.11
Cl 2.079 -0.897 0.602  -0.07
H -0.952 0.932 -0.810  0.39
H 0.035 -0.287 -1.668  0.45



2.
Computed, not measured: the molecule C3H2Cl3N, with wB97M-V/def2-TZVPD.

Computed properties:
LUMO level: 0.3 eV
Net charge: 0
Orbital gap: 0.4266 hartree
SMILES: N#CCC(Cl)(Cl)Cl
M: 158.415 g/mol
Spin multiplicity: 1

Last column: Mulliken charge in e.
CARTESIAN COORDINATES (ANGSTROEM)
N -0.095 -2.790 0.290  -0.33
C 0.025 -1.701 0.042  0.26
C 0.224 -0.218 -0.162  -0.67
C 1.754 -0.020 0.082  0.38
Cl 2.174 1.690 0.007  -0.12
Cl 2.487 -0.694 -1.517  -0.16
Cl 2.379 -0.880 1.434  -0.08
H -0.405 0.397 0.399  0.36
H 0.063 0.005 -1.170  0.36



Energy above the most stable structure, in kcal/mol: 1 56.2; 2 0.0



1.
Computed, not measured: an isolated ion of composition C6H11N5 and charge +2, with wB97M-V/def2-TZVPD.

Computed properties:
LUMO level: -8.2 eV
Net charge: +2
Orbital gap: 0.3363 hartree
SMILES: C=c1c(=[NH2+])[nH]cn/[n+]1=C\NC
M: 153.189 g/mol
Spin multiplicity: 1

Last column: Mulliken charge in e.
CARTESIAN COORDINATES (ANGSTROEM)
C 1.073 2.298 -0.058  -1.08
C 0.861 1.014 -0.045  0.57
C 2.327 -0.088 0.054  0.57
N 3.381 0.412 0.649  -0.32
N 2.201 -1.348 -0.284  -0.11
C 0.973 -1.844 -0.760  -0.17
N -0.061 -1.129 -0.774  -0.65
N -0.231 0.100 -0.205  0.46
C -1.482 0.323 0.126  0.28
N -2.425 -0.522 -0.025  -0.10
C -3.867 -0.379 0.212  -0.68
H 0.352 3.061 -0.255  0.34
H 2.004 2.653 0.083  0.26
H 3.335 1.302 1.059  0.20
H 4.258 -0.113 0.918  0.28
H 3.116 -1.799 -0.308  0.27
H 0.871 -2.805 -1.154  0.47
H -1.904 1.314 0.575  0.23
H -2.157 -1.302 -0.631  0.26
H -4.280 -0.551 -0.771  0.32
H -4.120 0.606 0.702  0.33
H -4.222 -1.201 0.891  0.28



2.
Computed, not measured: an isolated ion of composition C6H11N5 and charge +2, with wB97M-V/def2-TZVPD.

Computed properties:
LUMO level (alpha / beta): -7.8 / -10.5 eV
Net charge: +2
Orbital gap (alpha / beta): 0.3302 / 0.1994 hartree
M: 153.189 g/mol
Spin multiplicity: 1

Last column: Mulliken charge in e.
CARTESIAN COORDINATES (ANGSTROEM)
C -0.055 -0.497 1.138  0.42
C 1.568 -2.043 1.954  0.12
C -0.225 0.592 0.588  -0.30
C -1.984 1.513 -1.015  0.48
C -0.651 1.699 -0.299  -0.55
C 3.872 -1.804 1.119  -0.68
N -3.025 1.050 -0.377  -0.33
N -1.975 2.048 -2.203  -0.05
N 0.268 -1.630 1.761  -0.12
N -2.348 1.714 -3.395  -0.30
N 2.499 -1.627 1.191  -0.07
H -3.081 0.748 0.701  0.29
H 1.831 -2.968 2.618  0.36
H -0.667 2.757 0.220  0.32
H 0.079 1.807 -1.120  0.30
H 4.388 -1.414 2.121  0.33
H 4.062 -2.847 0.903  0.37
H 4.300 -1.349 0.242  0.31
H -3.880 0.923 -0.806  0.25
H -0.419 -1.932 2.380  0.27
H -2.375 0.772 -3.720  0.27
H -2.180 2.487 -3.999  0.30



Energy above the most stable structure, in kcal/mol: 1 0.0; 2 81.2



1.
Computed, not measured: a 2-piece molecular cluster, C11H15N overall, with wB97M-V/def2-TZVPD.

Computed properties:
LUMO level (alpha / beta): 3.7 / 3.6 eV
Net charge: -1
Orbital gap (alpha / beta): 0.1128 / 0.2373 hartree
M: 161.248 g/mol
Spin multiplicity: 2

Last column: Löwdin spin population.
CARTESIAN COORDINATES (ANGSTROEM)
C 0.475 -3.211 3.396  0.00
C -0.410 -2.661 2.267  0.01
H 1.539 -3.045 3.160  0.00
H 0.368 -2.546 4.256  0.00
H 0.335 -4.277 3.579  0.00
H -0.479 -1.584 2.304  0.00
H -0.092 -3.004 1.296  0.00
H -1.406 -3.102 2.368  0.00
C 1.424 2.864 0.584  0.00
C -0.904 0.517 -1.125  0.02
C 0.345 0.877 -0.581  0.07
C 0.251 2.208 -0.097  0.03
C -0.981 2.693 -0.479  0.16
C -0.066 -1.654 -1.693  0.12
C -1.172 -0.745 -1.671  0.19
C 1.126 -1.374 -1.062  0.05
C 1.353 -0.127 -0.407  0.22
N -1.699 1.626 -1.029  0.02
H -0.177 -2.679 -2.050  0.01
H -2.135 -1.039 -2.066  0.02
H 1.947 -2.075 -0.964  0.00
H 2.297 -0.046 0.128  0.03
H -2.528 1.836 -1.555  0.00
H -1.470 3.624 -0.231  0.03
H 1.199 3.884 0.866  0.00
H 2.273 2.786 -0.083  0.00
H 1.706 2.274 1.464  0.00



2.
Computed, not measured: a 2-piece molecular cluster, C11H15N overall, with wB97M-V/def2-TZVPD.

Computed properties:
LUMO level (alpha / beta): 3.8 / 3.7 eV
Net charge: -1
Orbital gap (alpha / beta): 0.1103 / 0.2510 hartree
M: 161.248 g/mol
Spin multiplicity: 2

Last column: Löwdin spin population.
CARTESIAN COORDINATES (ANGSTROEM)
C 2.138 0.155 3.366  0.01
C -0.319 -1.091 0.714  0.02
C 1.002 -0.634 1.101  0.07
C 0.976 -0.467 2.584  0.04
C -0.314 -0.759 2.999  0.15
C 0.399 -1.100 -1.541  0.11
C -0.613 -1.323 -0.647  0.16
C 1.637 -0.556 -1.227  0.07
C 1.923 -0.235 0.102  0.21
N -1.099 -1.156 1.896  0.02
H 0.223 -1.334 -2.713  0.01
H -1.595 -1.484 -1.088  0.02
H 2.127 -0.235 -2.143  0.00
H 2.708 0.371 0.444  0.03
H -2.018 -1.440 2.010  0.00
H -0.688 -0.803 3.985  0.02
H 2.156 -0.166 4.335  0.00
H 2.138 1.212 3.288  0.01
H 3.117 -0.103 3.041  0.00
C -2.455 1.283 -2.404  0.01
C -1.000 1.392 -2.697  0.01
H -3.069 0.795 -3.211  0.00
H -2.573 1.050 -1.396  0.00
H -2.822 2.321 -2.406  0.00
H -0.422 1.779 -1.859  0.01
H -0.935 2.097 -3.562  0.00
H -0.621 0.432 -2.969  0.00



3.
Computed, not measured: a 2-piece molecular cluster, C11H15N overall, with wB97M-V/def2-TZVPD.

Computed properties:
LUMO level (alpha / beta): 3.6 / 3.5 eV
Net charge: -1
Orbital gap (alpha / beta): 0.0978 / 0.2361 hartree
M: 161.248 g/mol
Spin multiplicity: 2

Last column: Löwdin spin population.
CARTESIAN COORDINATES (ANGSTROEM)
C 1.862 -0.668 -2.913  0.00
C 0.692 0.020 0.518  0.03
C 0.964 0.448 -0.804  0.06
C 1.396 -0.758 -1.516  0.04
C 1.378 -1.784 -0.594  0.16
C 0.476 1.034 1.508  0.20
C 0.305 2.352 1.106  0.11
C 0.382 2.717 -0.233  0.06
C 0.706 1.755 -1.215  0.21
N 0.948 -1.306 0.647  0.02
H 0.305 0.737 2.541  0.03
H -0.128 3.093 1.773  0.01
H 1.081 -1.820 1.504  0.01
H 0.121 3.710 -0.588  0.00
H 1.696 -2.802 -0.766  0.03
H 0.749 1.996 -2.272  0.03
H 1.368 -1.412 -3.562  0.00
H 2.929 -0.896 -3.075  0.01
H 1.741 0.309 -3.376  0.00
C -3.591 -1.009 2.231  0.00
C -3.714 -1.651 0.863  0.00
H -3.007 -0.084 2.188  0.00
H -4.485 -0.498 2.632  0.00
H -3.338 -1.715 3.020  0.00
H -3.230 -2.625 0.807  0.00
H -3.254 -1.041 0.091  0.00
H -4.782 -1.812 0.686  0.00



Energy above the most stable structure, in kcal/mol: 1 0.0; 2 28.1; 3 10.9



1.
Computed, not measured: C5H6Si as an isolated structure, with wB97M-V/def2-TZVPD.

Computed properties:
LUMO level: 0.9 eV
Net charge: 0
Orbital gap: 0.3398 hartree
M: 94.189 g/mol
Spin multiplicity: 1

Last column: Mulliken charge in e.
CARTESIAN COORDINATES (ANGSTROEM)
C 0.926 -1.968 0.219  -0.47
C 2.038 -1.313 0.049  -0.43
C -1.144 2.032 -0.168  -0.47
C -1.956 1.035 0.107  -0.46
C 0.777 -0.497 0.270  0.04
Si -0.434 0.386 -0.828  0.29
H 0.293 -2.848 0.282  0.36
H 3.062 -1.291 -0.062  0.40
H -1.119 3.048 -0.185  0.42
H -2.566 0.859 0.894  0.37
H 0.579 -0.027 1.574  0.10
H -0.682 -0.571 -1.944  -0.14



2.
Computed, not measured: a 2-piece molecular cluster, C5H6Si overall, with wB97M-V/def2-TZVPD.

Computed properties:
LUMO level: 0.9 eV
Net charge: 0
Orbital gap: 0.3398 hartree
M: 94.189 g/mol
Spin multiplicity: 1

Last column: Mulliken charge in e.
CARTESIAN COORDINATES (ANGSTROEM)
C -2.206 0.607 0.041  -0.40
C -2.132 -0.648 -0.362  -0.36
C 2.208 -0.743 -0.245  -0.47
C 2.414 0.472 0.379  -0.46
C -0.936 -0.078 0.322  -0.17
Si 0.752 0.435 -0.451  0.39
H -2.545 1.611 0.114  0.37
H -2.485 -1.590 -0.851  0.32
H 2.519 -1.711 -0.065  0.36
H 3.081 1.036 0.905  0.43
H -0.830 -0.504 1.806  0.14
H 0.160 1.114 -1.593  -0.13



Energy above the most stable structure, in kcal/mol: 1 0.0; 2 11.8



1.
Computed, not measured: the molecule C4H8ClNO, with wB97M-V/def2-TZVPD.

Computed properties:
LUMO level: 0.8 eV
Net charge: 0
Orbital gap: 0.3973 hartree
SMILES: [H]/N=C(\OC)[C@@H](C)Cl
M: 121.567 g/mol
Spin multiplicity: 1

Last column: Mulliken charge in e.
CARTESIAN COORDINATES (ANGSTROEM)
H -0.408 1.242 -1.737  0.19
N -0.293 0.386 -1.345  -0.59
C 0.152 0.224 -0.201  0.35
O 0.396 1.085 0.778  -0.27
C -0.114 2.406 0.814  -0.76
C 0.502 -1.274 0.352  0.23
C -0.271 -2.213 -0.582  -1.11
Cl 2.241 -1.499 0.263  -0.20
H 0.466 2.816 1.718  0.22
H -1.211 2.450 1.137  0.29
H -0.221 2.928 -0.066  0.36
H 0.135 -1.344 1.351  0.36
H -1.256 -2.648 -0.203  0.27
H -0.511 -1.587 -1.463  0.27
H 0.396 -2.972 -0.817  0.38



2.
Computed, not measured: the molecule C4H8ClNO, with wB97M-V/def2-TZVPD.

Computed properties:
LUMO level: 0.0 eV
Net charge: 0
Orbital gap: 0.3339 hartree
SMILES: CC(C)(CCl)N=O
M: 121.567 g/mol
Spin multiplicity: 1

Last column: Mulliken charge in e.
CARTESIAN COORDINATES (ANGSTROEM)
C 0.349 1.317 -0.831  -1.72
C 0.219 0.121 0.134  1.28
C -0.805 0.246 1.228  -1.56
C -0.102 -1.359 -0.704  -0.57
Cl -1.535 -1.075 -1.658  -0.17
N 1.431 0.007 0.908  -0.23
O 2.077 -1.010 0.918  -0.33
H -0.656 1.323 -1.167  0.43
H 0.661 2.227 -0.541  0.51
H 0.901 1.119 -1.713  0.38
H -0.205 0.781 1.893  0.55
H -1.015 -0.743 1.700  0.32
H -1.825 0.668 1.037  0.28
H -0.275 -2.062 0.044  0.41
H 0.781 -1.558 -1.249  0.41



Energy above the most stable structure, in kcal/mol: 1 0.0; 2 41.9



1.
Computed, not measured: C4H11O3 as an isolated structure, with wB97M-V/def2-TZVPD.

Computed properties:
LUMO level: 2.1 eV
Net charge: -1
Orbital gap: 0.2241 hartree
M: 107.129 g/mol
Spin multiplicity: 1

Last column: Mulliken charge in e.
CARTESIAN COORDINATES (ANGSTROEM)
C -1.920 -2.168 1.690  -0.70
O -2.080 -1.990 3.036  -0.79
C -0.876 -1.323 1.099  0.12
C -0.918 -0.300 0.048  -0.08
C 0.348 0.537 -0.062  -0.95
O 2.411 2.466 -0.917  -1.01
H -1.793 -3.187 1.314  0.30
H -2.808 -1.789 1.143  0.17
H -0.033 -1.451 1.717  0.38
H -1.287 -0.165 1.176  0.23
H -1.559 -0.269 -0.799  0.41
H 1.237 -0.132 -0.457  0.27
H 0.290 1.456 -0.653  0.38
H 0.762 0.650 1.013  0.23
H 2.118 3.298 -1.334  0.22
H 2.641 1.324 -3.153  0.29
H 1.794 1.694 -1.916  0.34
O 1.672 1.349 -2.945  -0.80



2.
Computed, not measured: C4H11O3 as an isolated structure, with wB97M-V/def2-TZVPD.

Computed properties:
LUMO level: 2.5 eV
Net charge: -1
Orbital gap: 0.2422 hartree
M: 107.129 g/mol
Spin multiplicity: 1

Last column: Mulliken charge in e.
CARTESIAN COORDINATES (ANGSTROEM)
C 1.466 0.651 2.993  -0.41
O 0.340 0.307 3.596  -0.82
C 1.482 0.012 1.547  -0.22
C 0.180 0.038 0.983  0.19
C -0.031 -0.512 -0.395  -1.33
O -2.603 -0.887 -2.824  -0.83
H 2.384 0.284 3.490  0.27
H 1.568 1.746 2.805  0.21
H 2.243 -0.232 0.808  0.39
H 0.538 -0.902 1.718  0.18
H -0.649 0.513 1.487  0.45
H 0.754 -1.228 -0.674  0.25
H 0.158 0.261 -1.150  0.37
H -0.954 -1.053 -0.588  0.44
H -3.178 -0.260 -2.382  0.23
H -1.159 0.979 -4.469  0.18
H -1.739 -0.254 -3.223  0.41
O -0.799 0.537 -3.720  -0.98



Energy above the most stable structure, in kcal/mol: 1 27.9; 2 0.0



1.
Computed, not measured: a 2-piece molecular cluster, C2H7ClNOP overall, with wB97M-V/def2-TZVPD.

Computed properties:
LUMO level (alpha / beta): 0.9 / -1.8 eV
Net charge: 0
Orbital gap (alpha / beta): 0.3414 / 0.2856 hartree
M: 127.511 g/mol
Spin multiplicity: 3

Last column: Löwdin spin population.
CARTESIAN COORDINATES (ANGSTROEM)
C -0.433 -1.827 0.519  0.04
C 1.815 2.044 0.511  0.84
N -0.949 -1.107 -0.594  0.41
O -1.882 0.754 -1.983  0.06
P -1.237 0.429 -0.524  0.33
Cl -2.684 0.882 0.729  0.12
H -1.153 -2.118 1.321  0.01
H 0.353 -1.333 1.080  0.02
H 0.043 -2.760 0.073  0.00
H 2.153 0.994 0.272  0.05
H 1.400 2.669 -0.324  0.05
H 1.648 2.105 1.569  0.06
H -1.517 0.229 -2.631  0.00



2.
Computed, not measured: C2H7ClNOP as an isolated structure, with wB97M-V/def2-TZVPD.

Computed properties:
LUMO level (alpha / beta): 0.5 / -4.5 eV
Net charge: 0
Orbital gap (alpha / beta): 0.2233 / 0.2241 hartree
M: 127.511 g/mol
Spin multiplicity: 3

Last column: Löwdin spin population.
CARTESIAN COORDINATES (ANGSTROEM)
C -0.828 -1.212 0.299  0.08
C -0.343 -0.643 -0.950  0.11
N 1.243 1.443 0.284  0.54
O 2.381 -0.861 -0.496  0.71
P 1.191 -0.007 -0.342  0.45
Cl -1.485 2.386 0.903  0.05
H -0.551 -2.166 0.672  0.00
H -0.727 -0.385 1.050  0.01
H -1.874 -1.261 0.155  0.02
H -0.826 0.240 -1.397  0.02
H -0.180 -1.419 -1.766  0.00
H 2.142 1.590 0.691  0.01
H -0.144 2.295 0.896  0.01



Energy above the most stable structure, in kcal/mol: 1 0.0; 2 59.1